Here is a cluster of 9 separate species, C44H48ClN9S in total at a distorted geometry from the Open Molecules 2025 dataset. Energies are from ωB97M-V with the def2-TZVPD basis set.

Each line ends with the Mulliken charge.
CARTESIAN COORDINATES (ANGSTROEM)
Cl (-0.351, 4.065, -2.108)  -0.1952
S (-3.018, 2.448, -3.697)  -0.1600
N (3.610, 0.932, 3.440)  0.2303
N (4.939, 5.439, 0.546)  0.0825
N (7.036, 7.034, 3.443)  0.0236
N (-0.994, 1.426, 1.233)  0.2096
N (0.260, -8.433, -4.268)  0.1219
N (-10.493, -0.156, -3.307)  -0.0276
N (-0.331, -5.288, -3.282)  0.0181
N (-2.723, -0.790, -4.129)  -0.3577
N (1.282, 2.593, 6.016)  0.0914
C (-1.549, -0.160, -3.410)  -0.0031
C (8.746, 6.034, 4.452)  -0.4567
C (2.688, 2.759, 7.730)  -0.5486
C (-0.288, -1.076, -2.894)  -0.3562
C (-11.300, 0.735, -2.649)  -0.4382
C (-1.120, 2.255, 2.317)  -0.8113
C (-6.594, -1.035, -2.478)  -0.3987
C (6.696, 5.713, 3.581)  -0.6454
C (3.357, 4.286, -0.508)  0.4145
C (-1.098, 1.478, 3.453)  -0.4109
C (1.309, -10.393, -4.287)  -0.6305
C (2.596, 2.784, 6.356)  -0.5565
C (-0.562, -9.316, -4.918)  -0.5150
C (1.385, 2.539, 8.236)  -0.6035
C (5.030, 0.229, 1.881)  -0.2745
C (-12.296, -1.282, -2.658)  -0.3671
C (-5.872, 1.727, -2.613)  -0.3983
C (0.940, -0.320, -2.111)  -0.3719
C (-6.979, 0.568, -2.229)  -0.4391
C (-0.883, 0.130, 1.665)  -0.2995
C (-0.948, 0.132, 3.040)  -0.7536
C (8.286, 7.238, 3.966)  -0.5036
C (0.697, -6.200, -1.535)  -0.2463
C (0.067, -10.541, -4.948)  -0.4403
C (-4.061, -0.366, -3.526)  0.1096
C (3.653, 5.499, 0.073)  -0.8703
C (-12.427, 0.061, -2.232)  -0.4350
C (4.505, 3.468, -0.386)  -0.6315
C (1.008, -5.036, -3.435)  -0.5220
C (0.537, 2.437, 7.156)  -0.2756
C (5.468, 4.206, 0.265)  -0.5946
C (-11.094, -1.387, -3.323)  -0.5144
C (5.066, -0.679, 2.965)  -0.8127
C (1.401, -9.082, -3.874)  -0.1863
C (4.124, 1.216, 2.202)  -0.5080
C (-0.219, 2.224, -2.345)  0.1393
C (4.182, -0.219, 3.916)  -0.3348
C (1.042, 1.295, -1.833)  0.0390
C (-4.431, 1.241, -3.249)  0.3187
C (1.670, -5.588, -2.361)  -0.4515
C (-1.477, 1.483, -3.109)  0.0653
C (-5.163, -1.519, -3.141)  -0.3456
C (-0.529, -6.002, -2.129)  -0.8156
C (7.739, 5.069, 4.208)  -0.4768
H (-1.521, -8.998, -5.305)  0.3343
H (-9.594, 0.062, -3.718)  0.2594
H (-6.072, 2.886, -2.440)  0.2862
H (3.350, 2.923, 5.593)  0.5351
H (-4.906, -2.658, -3.307)  0.2886
H (0.873, -6.729, -0.607)  0.4241
H (2.415, 4.020, -0.971)  0.1239
H (1.832, -0.998, -1.711)  0.3008
H (-13.003, -2.086, -2.499)  0.3911
H (-10.616, -2.231, -3.802)  0.3695
H (-7.375, -1.872, -2.169)  0.3051
H (9.703, 5.868, 4.929)  0.3849
H (3.596, 2.885, 8.305)  0.4088
H (-0.770, -0.682, 0.958)  0.4275
H (-1.180, 1.840, 4.470)  0.7335
H (-2.659, -0.405, -5.119)  0.3747
H (1.921, 1.840, -1.261)  0.0553
H (3.061, 6.396, 0.192)  0.3901
H (1.373, -4.485, -4.291)  0.4227
H (2.056, -11.160, -4.128)  0.3787
H (-13.253, 0.491, -1.682)  0.3908
H (-1.215, 3.325, 2.187)  0.3636
H (5.602, 0.171, 0.964)  0.4135
H (0.919, 2.569, 5.072)  0.2156
H (1.096, 2.463, 9.276)  0.3810
H (8.740, 8.219, 3.949)  0.3779
H (3.911, -0.612, 4.886)  0.4204
H (7.772, 4.017, 4.461)  0.4196
H (6.455, 7.746, 3.020)  0.2168
H (-0.531, 2.269, 7.101)  0.3577
H (-1.523, -6.306, -1.830)  0.4094
H (2.917, 1.485, 3.927)  0.1079
H (-0.983, 1.724, 0.267)  0.1874
H (-0.892, -0.741, 3.678)  0.3821
H (5.743, 5.346, 3.224)  0.6469
H (5.672, -1.572, 3.044)  0.3934
H (6.481, 3.959, 0.554)  0.3962
H (-1.059, -4.994, -3.920)  0.1641
H (-0.330, -2.256, -3.068)  0.2470
H (3.802, 2.093, 1.656)  0.3686
H (-11.005, 1.769, -2.533)  0.3737
H (-8.008, 0.917, -1.780)  0.4182
H (5.421, 6.187, 1.026)  0.2269
H (-0.327, -11.443, -5.397)  0.3792
H (2.180, -8.557, -3.337)  0.3431
H (4.618, 2.450, -0.737)  0.5056
H (2.739, -5.555, -2.192)  0.4972
H (0.056, -7.456, -4.103)  0.3222

Forces on the atoms, in the same order (eV/Å):
0.38 -2.91 -0.28
0.13 -2.31 1.31
0.12 -0.04 -0.06
-0.07 -0.06 -0.09
0.00 0.06 -0.11
0.02 0.02 0.21
0.06 -0.16 -0.05
-0.01 0.00 -0.02
-0.13 -0.03 -0.14
-0.04 2.68 0.87
0.03 -0.04 0.02
3.76 1.48 2.44
0.09 0.41 -0.07
0.26 0.02 -0.30
-0.70 4.29 0.61
-0.03 0.03 0.08
0.01 0.08 -0.10
2.19 2.43 -0.92
-0.05 -0.20 0.05
-0.20 0.31 0.07
0.09 0.37 -0.04
0.23 0.20 0.18
0.07 0.05 0.07
0.04 -0.01 -0.03
-0.37 -0.06 -0.09
-0.15 0.34 -0.18
0.21 -0.27 -0.19
1.02 -4.02 -0.62
-1.97 1.59 -0.89
4.09 -0.90 -1.81
-0.04 0.00 0.03
0.09 -0.34 -0.27
0.14 0.03 0.08
-0.44 -0.08 0.06
-0.35 0.10 -0.13
-3.70 0.73 1.61
-0.15 0.03 0.02
0.14 0.36 0.03
0.42 0.07 0.06
0.29 0.12 -0.06
-0.04 0.01 0.04
0.10 -0.11 0.00
-0.02 -0.08 0.04
-0.13 -0.12 0.38
0.02 0.01 -0.04
-0.12 0.06 -0.06
-0.54 -4.45 -0.83
-0.01 -0.10 0.05
-3.73 -1.26 -1.98
-1.79 -3.06 0.88
0.06 0.20 -0.34
1.72 -2.24 0.91
-0.62 4.47 0.85
-0.05 -0.04 0.33
-0.36 -0.10 -0.17
0.15 -0.09 0.04
-0.30 -0.09 0.12
0.48 -2.88 -0.41
-0.05 0.04 0.19
-0.63 2.68 0.39
-0.06 0.08 -0.18
0.13 0.16 0.06
-2.16 1.71 -0.98
0.13 0.13 -0.04
-0.11 0.13 0.09
1.82 2.07 -0.74
-0.17 0.05 -0.09
-0.15 -0.03 -0.12
-0.02 0.13 0.13
-0.10 -0.05 -0.14
-0.37 -0.59 1.50
-1.99 -1.55 -1.33
0.07 -0.18 -0.04
-0.02 -0.10 0.15
-0.12 0.14 -0.02
0.15 -0.06 -0.10
-0.01 -0.17 0.04
-0.08 0.04 0.14
0.01 -0.02 0.28
0.03 0.01 -0.19
-0.06 -0.19 0.03
0.06 0.05 -0.17
-0.03 0.18 -0.06
0.25 -0.23 0.25
0.18 0.03 0.04
0.19 0.04 -0.02
0.26 -0.32 -0.19
0.03 -0.13 0.23
0.00 0.14 -0.12
0.15 -0.01 0.13
-0.11 0.15 0.01
-0.19 0.01 -0.02
0.24 -0.07 0.23
0.28 2.96 0.54
0.09 -0.16 0.10
-0.09 -0.16 -0.01
2.31 -1.00 -0.94
-0.12 -0.34 -0.25
0.05 0.16 0.08
-0.15 -0.10 -0.10
0.04 0.15 0.05
-0.18 0.00 -0.05
0.14 -0.32 0.04

Calculated values
strongest force on any atom	4.7	eV Å⁻¹
HOMO	-8.059	eV
molecular weight	770.5	g/mol
HOMO-LUMO gap	7.4	eV
2S+1	1
calculated total energy	-83157.5350	eV

Here is a structure of composition C44H48F2IMnN5O2PS at a distorted geometry from the Open Molecules 2025 dataset. Energies are from ωB97M-V with the def2-TZVPD basis set.

Each line ends with the Mulliken charge.
CARTESIAN COORDINATES (ANGSTROEM)
I (-7.991, -3.169, -1.631)  -0.0041
Mn (-0.219, -0.007, 0.352)  1.0743
S (1.328, 3.957, 2.553)  -0.1992
P (1.621, -1.682, 0.971)  1.6257
F (-5.400, 0.038, 1.343)  -0.4966
F (-4.057, 3.579, -1.389)  -0.4254
O (-1.318, -0.976, -1.114)  -0.1472
O (-1.948, 0.229, -2.897)  -0.6782
N (1.432, 0.602, -1.065)  2.0247
N (-0.490, 2.170, 2.623)  -0.6273
N (2.836, 1.951, 1.482)  -0.0720
N (0.592, 1.538, 2.094)  0.1828
N (-1.504, -1.020, 2.107)  0.9508
C (-1.901, -2.181, 4.165)  -1.4433
C (-1.321, 4.483, 4.947)  -1.1475
C (-3.729, 2.523, -0.604)  0.1291
C (-2.714, -0.436, 2.204)  -0.4961
C (0.561, 3.456, -3.279)  -0.8065
C (-3.148, -1.575, 4.280)  -0.6877
C (-2.404, 2.170, -0.451)  -0.1058
C (0.542, 2.874, -4.536)  0.7333
C (4.937, -0.246, -1.862)  -1.3281
C (0.210, 3.680, -5.763)  -1.6438
C (-3.543, -1.183, -1.873)  0.2011
C (2.926, -1.106, -0.152)  0.1506
C (-5.070, -2.764, -0.878)  -0.6546
C (-5.830, -1.282, -2.631)  -0.6088
C (0.242, -4.179, 1.002)  -1.4182
C (-6.061, -2.302, -1.724)  -0.0270
C (5.181, -1.364, -1.056)  0.6911
C (-4.390, 0.803, 0.841)  0.6189
C (-4.759, 1.822, -0.007)  -1.0130
C (0.868, 3.418, -0.803)  -0.7921
C (-0.315, 3.402, 2.903)  0.6021
C (-3.809, -2.190, -0.955)  0.2325
C (-1.125, -1.849, 3.073)  -0.0944
C (0.985, -3.286, -1.194)  -1.4439
C (2.515, -2.042, 2.616)  1.0502
C (1.114, 1.349, -2.219)  -1.5969
C (-3.545, -0.687, 3.305)  -1.1413
C (-1.355, 4.332, 3.422)  -0.5322
C (1.034, 0.738, -3.488)  1.9266
C (6.490, -2.106, -1.120)  -1.7009
C (1.636, 2.319, 2.003)  -0.1876
C (3.728, 0.401, -1.849)  -0.1300
C (-3.062, 0.513, 1.150)  1.7500
C (-2.155, -0.569, -1.989)  -0.8066
C (-2.021, 1.163, 0.439)  0.2551
C (-4.562, -0.726, -2.700)  -0.4656
C (0.846, 2.724, -2.134)  -0.1105
C (3.548, -0.973, 2.968)  -1.2673
C (0.771, 1.508, -4.610)  -0.9965
C (1.352, -3.410, 0.284)  0.2478
C (4.162, -1.754, -0.210)  -0.5095
C (2.635, -0.020, -1.032)  -1.6843
C (1.128, -0.752, -3.647)  -0.9805
C (3.125, -3.431, 2.816)  -1.6986
H (-0.337, 4.813, 5.282)  0.3124
H (-5.269, -3.557, -0.170)  0.3929
H (-3.016, -2.519, -0.294)  0.4089
H (0.101, -5.149, 0.519)  0.5116
H (4.013, -3.579, 2.203)  0.2445
H (0.145, -2.599, -1.315)  -0.1709
H (-4.491, -0.176, 3.391)  0.5301
H (-1.676, 2.685, -1.064)  0.0055
H (-0.142, -2.283, 2.956)  0.1341
H (0.425, 2.770, -0.046)  -0.4192
H (3.948, -1.170, 3.967)  0.5087
H (0.699, 3.271, -6.648)  0.4027
H (0.690, -4.259, -1.595)  0.6612
H (-0.695, -3.624, 0.930)  -0.0059
H (2.302, -3.947, 0.370)  0.8462
H (-1.549, 3.531, 5.424)  0.2897
H (0.401, -1.222, -2.984)  -0.1991
H (3.573, 1.253, -2.498)  0.4797
H (0.724, 1.014, -5.575)  0.3064
H (-4.345, 0.072, -3.397)  0.5173
H (7.336, -1.427, -0.991)  0.3522
H (6.612, -2.598, -2.088)  0.3123
H (-5.798, 2.036, -0.208)  0.4761
H (3.107, 0.019, 2.969)  0.2281
H (3.423, 2.707, 1.171)  0.4029
H (-2.057, 5.222, 5.262)  0.3865
H (-6.623, -0.929, -3.276)  0.3794
H (-2.327, 3.945, 3.112)  0.1201
H (3.429, -3.527, 3.861)  0.5104
H (1.825, -2.912, -1.777)  0.2494
H (0.343, 4.516, -3.182)  0.3571
H (2.421, -4.233, 2.602)  0.2705
H (1.891, 3.654, -0.499)  0.4407
H (1.715, -1.935, 3.355)  0.3908
H (4.325, -2.624, 0.415)  0.0380
H (-1.213, 5.310, 2.958)  0.4157
H (6.543, -2.870, -0.343)  0.3789
H (0.517, 4.720, -5.646)  0.4104
H (4.383, -0.973, 2.267)  0.2306
H (0.304, 4.351, -0.837)  0.4736
H (5.721, 0.103, -2.527)  0.3294
H (-3.790, -1.797, 5.123)  0.4147
H (-1.543, -2.886, 4.902)  0.4875
H (0.894, -1.032, -4.674)  0.4808
H (-0.868, 3.669, -5.941)  0.2585
H (0.456, -4.365, 2.056)  0.2853
H (2.118, -1.141, -3.400)  0.2038
H (2.754, 1.199, 0.803)  -0.3181

Forces on the atoms, in the same order (eV/Å):
0.28 0.12 0.00
-0.32 0.19 0.88
-0.17 -0.67 0.08
0.39 -0.53 -0.74
-0.03 0.08 0.11
-0.01 -0.07 -0.11
0.42 -0.22 0.44
-0.07 -0.03 0.03
-0.71 -0.38 0.76
-0.49 0.01 0.39
-0.16 -0.03 0.14
0.46 -0.29 -0.42
-0.17 0.66 -0.28
-0.17 0.00 0.07
0.02 0.01 -0.16
0.10 -0.06 0.14
0.18 -0.27 0.05
-0.06 0.03 -0.09
0.21 -0.05 -0.10
0.03 0.22 0.10
0.01 0.04 0.04
-0.06 -0.06 0.03
-0.07 -0.07 0.08
0.07 -0.01 -0.04
-0.15 0.14 0.19
0.03 -0.06 0.05
-0.03 0.03 -0.03
0.11 0.09 0.02
-0.41 -0.14 0.02
0.10 -0.14 0.12
0.17 0.05 0.06
-0.13 0.06 -0.05
-0.05 -0.11 -0.08
0.52 0.20 -0.22
-0.01 0.03 -0.02
0.17 -0.10 -0.07
0.03 0.08 0.06
-0.27 0.24 0.00
0.13 0.25 -0.30
-0.06 -0.04 0.05
-0.09 0.02 0.27
-0.09 -0.02 0.07
-0.09 0.10 -0.10
-0.19 0.53 0.02
-0.04 0.07 -0.12
-0.17 0.39 -0.21
0.03 0.11 -0.08
0.44 -0.60 -0.63
0.01 -0.05 0.02
0.06 -0.13 0.11
-0.09 -0.02 0.00
0.09 0.06 0.00
-0.09 0.10 0.00
0.09 0.10 -0.20
0.06 -0.04 -0.13
-0.02 0.06 0.11
-0.12 0.04 -0.08
0.01 0.00 0.05
-0.03 0.01 0.01
0.04 0.02 -0.03
-0.03 -0.01 0.01
0.01 -0.02 -0.02
0.01 -0.05 -0.05
-0.01 -0.01 -0.06
0.02 -0.01 -0.05
-0.06 -0.03 0.01
-0.01 0.12 -0.05
-0.02 0.01 0.02
0.00 0.01 -0.03
0.03 -0.05 0.02
-0.05 -0.04 0.00
-0.03 -0.03 0.04
0.02 0.00 0.04
0.05 0.01 0.00
-0.01 0.02 -0.05
-0.04 -0.01 -0.02
0.07 0.00 0.00
0.04 -0.03 0.02
0.06 -0.05 0.02
-0.01 0.00 -0.02
0.03 0.09 0.00
0.01 -0.04 -0.05
-0.01 -0.02 0.07
-0.01 0.01 0.01
0.04 0.00 -0.10
0.03 -0.01 0.01
-0.02 0.03 -0.04
0.02 0.04 0.02
0.06 -0.04 0.00
0.02 0.00 0.04
0.05 -0.04 0.00
0.00 0.00 0.07
-0.08 -0.03 -0.06
0.02 -0.01 0.00
0.01 0.02 -0.02
0.01 0.03 -0.04
0.01 0.03 -0.01
0.01 0.07 -0.01
-0.03 0.05 0.02
0.05 0.01 -0.01
0.01 -0.02 -0.01
0.00 0.03 -0.06
-0.07 0.04 0.04
0.06 -0.02 0.03
0.09 0.01 -0.03

Calculated values
strongest force on any atom	1.1	eV Å⁻¹
HOMO (alpha / beta)	-3.934 / -4.024	eV
molecular weight	961.8	g/mol
net charge	-1
HOMO-LUMO gap (alpha / beta)	6.1 / 6.2	eV
2S+1	2
calculated total energy	-122935.3113	eV
ΔE to the lowest compared entry with this formula, charge and spin	115.3	kJ/mol

Among the records above, which one has the highest molecular weight?
C44H48F2IMnN5O2PS

Among the records above, which one has the lowest calculated total energy?
C44H48F2IMnN5O2PS